(1)
This record from the Open Molecules 2025 dataset describes C27H24BCo2F3O8S as an isolated structure in a non-equilibrium geometry. The level of theory is ωB97M-V with the def2-TZVPD basis set.

Atoms and positions in Å:
C 4.938 -3.816 -1.821
C 3.911 -2.886 -1.306
C 3.966 -2.139 -0.149
C 2.757 -1.384 0.110
C 1.812 -1.513 -0.873
B 0.224 -1.053 -1.243
C -0.853 -2.116 -0.553
C -1.174 -1.980 0.786
C -2.131 -2.806 1.388
C -2.738 -3.783 0.611
C -3.782 -4.661 1.255
F -4.777 -5.002 0.383
F -3.253 -5.836 1.724
F -4.379 -4.055 2.326
C -2.391 -3.989 -0.719
C -1.437 -3.137 -1.297
O 0.018 0.280 -0.779
C -0.277 1.068 -1.935
C -1.784 1.289 -1.911
C 0.433 2.396 -1.769
C 0.194 0.176 -3.181
C -0.639 0.345 -4.452
C 1.659 0.379 -3.545
O 0.044 -1.144 -2.684
S 2.393 -2.636 -2.111
H 5.798 -3.845 -1.149
H 4.538 -4.831 -1.906
H 5.280 -3.497 -2.809
H 4.836 -2.129 0.507
H 2.657 -0.803 1.018
H -0.662 -1.250 1.401
H -2.415 -2.676 2.430
H -2.862 -4.783 -1.299
H -1.158 -3.312 -2.332
H -2.081 2.014 -2.675
H -2.303 0.337 -2.071
H -2.056 1.689 -0.927
H 0.109 3.086 -2.559
H 0.193 2.819 -0.784
H 1.519 2.266 -1.823
H -0.547 1.377 -4.811
H -0.266 -0.330 -5.231
H -1.695 0.122 -4.280
H 1.794 1.385 -3.962
H 2.320 0.253 -2.678
H 1.950 -0.347 -4.317
O 2.306 5.575 4.603
C 1.358 4.936 4.442
Co -0.125 4.036 4.164
C 0.045 2.694 5.308
O 0.118 1.815 6.048
C -0.933 5.291 5.113
O -1.472 6.101 5.735
C 0.554 3.350 2.362
C 0.554 2.082 1.819
C 1.249 1.022 1.336
Co -1.115 2.676 2.238
C -1.734 1.107 2.633
O -2.268 0.147 3.011
C -2.160 3.354 0.964
O -2.890 3.891 0.243
C -2.171 3.417 3.572
O -3.229 3.590 4.034
H 1.119 4.176 1.907
H 0.867 0.031 1.586
H 2.243 1.169 0.884


(2)
This record from the Open Molecules 2025 dataset describes C4H9NS as an isolated structure in a non-equilibrium geometry. The level of theory is ωB97M-V with the def2-TZVPD basis set.

Atoms and positions in Å:
C 2.251 -0.630 0.413
C 1.387 0.013 -0.612
C 0.443 0.986 -0.152
C -3.065 -0.038 0.166
H 1.867 -1.679 0.870
H 3.476 -0.915 0.022
H 2.529 0.045 1.162
H 1.980 0.604 -1.465
H 0.996 -0.742 -1.213
H 0.842 2.025 0.195
H -3.911 -0.684 -0.660
H -3.254 1.339 0.039
H -3.297 -0.537 1.342
N -0.774 0.833 0.184
S -1.469 -0.620 -0.293


Calculated values (eV) of frontier orbital gap for the records, taken in order: 3.244, 9.149.